# 1
B4CsF16 | wB97M-V/def2-TZVPD

Structure (XYZ):
```
21
Properties=species:S:1:pos:R:3:forces:R:3
Cs 0.54787 -1.63069 -14.50934 0.13 0.06 0.04
B 1.97041 -6.58644 -15.63904 -1.49 1.16 -1.36
F 1.32128 -5.70727 -16.53862 -1.16 0.20 -1.34
F 2.95354 -5.82148 -15.18506 2.93 1.52 2.32
F 1.02013 -6.87869 -14.67570 -0.22 -1.07 0.77
F 2.53536 -7.62740 -16.32828 -0.11 -1.75 -0.37
B 3.69671 0.31274 -10.23065 -1.25 0.55 -0.80
F 5.04026 0.08608 -10.09408 1.26 0.26 0.16
F 3.05882 -0.87646 -10.46187 -0.72 -2.05 -0.14
F 3.12597 0.89380 -9.11005 0.07 0.58 1.29
F 3.35030 1.12598 -11.32920 0.61 0.61 -0.45
B 2.91147 2.23403 -17.48262 0.57 -0.67 0.07
F 1.88840 1.73608 -18.29785 -0.19 0.04 -0.73
F 2.31121 2.94033 -16.45543 -0.04 0.80 0.38
F 3.60307 1.13639 -16.93606 0.17 -0.39 0.19
F 3.87457 2.99380 -18.20670 -0.59 0.18 0.01
B -4.64379 -1.18821 -13.47347 -0.25 0.90 -0.61
F -5.88662 -0.65810 -13.11801 -0.42 1.02 0.91
F -4.12342 -0.40309 -14.53594 0.32 0.10 0.00
F -3.71055 -1.26970 -12.44974 0.30 0.35 0.65
F -4.94208 -2.43273 -13.90672 0.09 -2.40 -0.98
```
Positions in Å, forces in eV/Å.

The net charge is -3. For the HOMO energy, the calculation gives -4.46 eV. As for the frontier orbital gap: 10.32 eV.

***

# 2
BCdH26O15P | wB97M-V/def2-TZVPD

Structure (XYZ):
```
44
Properties=species:S:1:pos:R:3:forces:R:3
Cd 0.34430 -1.00882 1.38525 1.43 -1.70 -1.34
P 2.31546 -1.08371 3.15744 2.10 -4.99 4.73
O 2.26539 -1.26292 4.66986 -0.31 3.38 2.19
O 1.21111 -2.15809 2.90525 -1.41 -2.13 -2.05
O 3.73365 -1.59614 2.88635 0.37 0.90 -2.82
O 1.74901 0.05987 2.29107 2.62 4.25 0.86
B -0.19999 0.34348 -0.46707 -0.45 0.55 -0.30
H -0.58309 1.05683 0.24611 -1.53 2.67 2.45
H -0.84301 -0.49618 -0.68091 -2.75 -2.87 -0.54
H -0.04208 0.84732 -1.40805 0.25 2.27 -3.47
H 0.78270 -0.01010 -0.19588 3.55 -0.59 0.38
O 3.32700 1.73813 0.79159 0.87 1.31 -0.87
H 2.84353 1.05073 1.24981 -0.78 -1.18 1.17
H 2.71607 2.06022 0.12883 -0.13 -0.11 -0.18
O -0.47641 3.76971 1.49212 -0.49 0.38 0.03
H 0.04432 3.89927 0.69947 0.14 -0.13 -0.18
H 0.08997 3.25892 2.07051 0.36 -0.44 0.24
O -2.87368 2.10048 1.56097 -0.52 -0.42 0.23
H -2.16365 2.73778 1.48403 0.77 0.44 -0.05
H -3.45801 2.30283 0.83032 -0.19 -0.07 -0.19
O -1.23213 -0.29825 2.29651 -4.21 1.48 2.10
H -1.48917 -0.23287 3.21623 0.39 -0.23 0.47
H -1.75852 0.36649 1.85237 -0.43 0.59 -0.40
O -0.24928 -1.12056 -3.01960 -0.20 -1.07 -1.04
H -0.21167 -0.47391 -2.31487 -0.27 0.38 0.64
H 0.66485 -1.25858 -3.26771 0.39 0.36 -0.24
O -0.73263 -2.68211 0.71592 -1.80 -1.90 -0.84
H -0.54036 -3.32211 0.03060 0.42 -0.18 -0.62
H -1.45887 -3.06682 1.20663 -0.09 0.03 0.42
O -1.57579 2.76473 -2.46770 -0.43 0.39 -0.33
H -1.18295 2.38085 -1.68377 0.26 -0.53 0.42
H -0.92118 3.38747 -2.78380 0.14 0.11 -0.07
O -0.27888 -3.71737 -2.13739 0.10 -1.18 0.40
H -0.17993 -2.79839 -2.38623 -0.20 1.02 -0.10
H -0.91970 -4.06612 -2.75703 -0.14 -0.03 -0.07
O 1.97067 -1.85299 0.14088 0.82 -1.08 -1.77
H 2.71095 -2.31133 0.53855 0.47 -0.09 1.14
H 2.27878 -1.61218 -0.73280 0.10 0.34 -0.29
O -3.94574 -0.16328 -1.03186 -0.60 0.08 0.02
H -3.14785 0.30639 -0.78891 0.51 0.03 0.12
H -3.64198 -0.88085 -1.58778 0.24 -0.13 -0.08
O 1.96672 0.74372 -2.74048 0.94 -0.11 -0.74
H 1.85684 1.53254 -3.27145 0.00 0.10 -0.14
H 1.23536 0.76604 -2.12335 -0.33 0.11 0.71
```
Positions in Å, forces in eV/Å.

The net charge is -2. For the HOMO energy, the calculation gives 1.30 eV. As for the frontier orbital gap: 2.66 eV.

***

# 3
BCsF8N2O8S4 | wB97M-V/def2-TZVPD

Structure (XYZ):
```
24
Properties=species:S:1:pos:R:3:forces:R:3
Cs 18.78999 -16.23541 6.12134 -4.53 0.50 1.74
N 20.21330 -15.40643 4.83514 9.24 3.84 0.07
S 20.22735 -14.54216 3.62991 -2.05 4.09 -7.67
O 21.38019 -14.57754 2.78369 0.11 -0.25 -0.24
O 19.57887 -13.25785 3.78012 0.31 -0.70 -0.03
F 19.10395 -15.34129 2.76388 0.45 -0.25 0.59
S 21.32809 -14.39577 5.68579 4.29 0.74 4.34
O 20.87335 -13.13068 6.21332 -0.54 -0.80 -1.82
O 22.78178 -14.47866 5.43922 -2.75 -0.21 -1.35
F 21.37099 -15.16935 7.08415 -0.81 -1.34 -0.48
N 19.42158 -18.30337 5.66155 -3.21 -4.73 -3.19
S 17.91090 -18.83970 5.20100 -4.68 -0.62 -0.42
O 16.88717 -18.74603 6.28450 2.91 -0.32 -2.70
O 17.81696 -19.96707 4.26748 0.26 2.22 1.73
F 17.57316 -17.57326 4.27129 -0.33 -1.02 -0.62
S 19.91105 -19.63464 6.14089 5.78 -5.49 4.09
O 20.19230 -20.62188 5.15037 0.07 -0.43 -0.22
O 19.47200 -20.14779 7.44257 0.12 1.21 -1.92
F 21.38895 -19.04805 6.43697 -0.12 -0.17 0.40
B 17.98538 -15.40405 8.38277 -0.48 0.51 1.50
F 18.55849 -16.61837 8.70707 0.48 -0.65 1.55
F 17.29165 -14.80413 9.38127 -0.06 0.69 1.59
F 18.96974 -14.58727 7.82721 0.23 2.21 2.11
F 17.05303 -15.67826 7.40796 -4.70 0.99 0.92
```
Positions in Å, forces in eV/Å.

The net charge is -2. For the HOMO energy, the calculation gives -3.43 eV. As for the frontier orbital gap: 7.82 eV.

***

# 4
BCuH20O8 | wB97M-V/def2-TZVPD

Structure (XYZ):
```
30
Properties=species:S:1:pos:R:3:forces:R:3
Cu 27.96220 -12.60113 -11.42142 -0.01 0.14 -0.10
B 30.17208 -9.91027 -9.81280 -2.11 3.74 4.18
H 30.67358 -10.86402 -9.86852 2.47 -5.01 -2.25
H 29.25448 -9.98676 -9.25031 -3.16 -0.94 1.99
H 30.79342 -9.23796 -9.24169 2.25 2.20 1.69
H 30.01419 -9.56178 -10.82169 0.50 -0.11 -5.71
O 35.14921 -10.89852 -10.35691 0.05 0.01 0.18
H 34.20271 -11.02568 -10.29214 -0.19 -0.04 0.07
H 35.31373 -10.79398 -11.29404 0.16 0.04 -0.25
O 29.21028 -12.43475 -15.35509 -0.12 -0.04 0.47
H 30.14897 -12.48321 -15.53602 0.27 -0.02 -0.07
H 28.80722 -12.29976 -16.21273 -0.18 0.05 -0.23
O 28.99817 -5.61871 -6.61525 -0.19 -0.13 0.13
H 28.90091 -4.98850 -7.32912 -0.04 0.25 -0.12
H 29.67949 -6.21963 -6.91678 0.23 -0.12 0.00
O 30.95169 -4.83026 -12.68692 -0.02 -0.01 -0.20
H 30.56733 -4.46160 -11.89156 -0.08 0.20 0.18
H 31.20018 -5.72172 -12.44244 0.12 -0.19 0.02
O 25.00433 -9.89729 -11.83638 0.42 -0.32 0.00
H 24.21457 -9.71889 -12.34696 -0.21 0.02 -0.20
H 24.86965 -9.42680 -11.01374 -0.07 0.17 0.29
O 30.81134 -15.70949 -11.53954 -0.28 0.40 0.02
H 31.35218 -16.27804 -10.99137 0.15 -0.14 0.22
H 30.82007 -16.12740 -12.40064 0.02 -0.14 -0.25
O 24.70650 -8.93217 -6.96000 0.00 -0.10 -0.34
H 24.36400 -9.40506 -6.20150 -0.16 -0.10 0.20
H 25.48417 -8.48155 -6.63077 0.19 0.21 0.10
O 34.36161 -5.32727 -8.26219 -0.20 0.17 -0.02
H 34.30028 -5.96166 -8.97635 0.04 -0.12 -0.21
H 34.82631 -5.79289 -7.56684 0.16 -0.06 0.22
```
Positions in Å, forces in eV/Å.

The net charge is +1. For the HOMO energy (alpha / beta), the calculation gives -13.16 / -13.16 eV. Its spin multiplicity is 2. As for the frontier orbital gap (alpha / beta): 6.16 / 4.28 eV.

***

# 5
BF4H18O9 | wB97M-V/def2-TZVPD

Structure (XYZ):
```
32
Properties=species:S:1:pos:R:3:forces:R:3
B 22.95646 -13.08079 10.40048 -0.39 1.47 0.18
F 22.87864 -14.05544 11.39205 1.05 -0.45 0.37
F 21.70304 -13.03583 9.85973 -1.69 0.44 -0.50
F 23.24507 -11.78073 10.92845 0.33 -0.73 0.64
F 23.82737 -13.31268 9.36655 1.33 -0.77 -0.11
O 19.92005 -13.15554 7.36138 -0.83 0.28 -0.16
H 20.66251 -13.41662 7.88035 1.48 -1.13 -0.07
H 19.63768 -12.46660 7.97663 -0.73 0.46 -0.38
O 22.34182 -14.60065 7.38747 -0.85 -0.90 -1.01
H 22.11091 -15.48699 7.70656 0.20 0.56 0.14
H 23.01613 -14.23395 7.93661 0.72 0.13 0.76
O 21.90152 -10.08561 9.42081 -0.34 0.07 0.00
H 22.70290 -9.58137 9.26181 0.06 0.03 0.13
H 22.12483 -10.65709 10.17675 0.15 0.30 -0.36
O 21.43918 -13.18666 13.50934 1.13 -0.10 -0.13
H 22.09014 -13.59694 12.88787 -0.42 0.37 0.58
H 20.65979 -13.16426 12.97386 -0.98 -0.20 -0.42
O 20.48348 -15.46750 10.07294 -0.74 -0.75 0.11
H 21.19987 -14.85262 10.23959 -0.24 0.40 -0.03
H 19.65019 -14.96915 10.03240 0.77 0.02 -0.13
O 24.74883 -11.88506 7.13877 0.14 -0.10 0.40
H 24.67208 -12.31729 8.02076 -0.38 0.63 -0.97
H 23.89554 -11.48392 6.91211 0.24 -0.42 0.48
O 21.16934 -10.33264 12.52314 -0.25 0.68 -0.33
H 21.28400 -11.25236 12.71813 0.51 -1.37 -0.10
H 21.00268 -10.01864 13.40381 -0.20 0.65 0.60
O 19.22196 -11.23304 9.03565 -0.81 0.83 0.31
H 18.92326 -10.38563 8.65498 0.46 -0.60 0.34
H 19.96068 -11.01957 9.61971 0.15 0.23 -0.27
O 23.60097 -8.73265 11.84572 0.60 0.74 -0.06
H 22.73020 -8.36419 12.01038 -0.13 -0.39 -0.06
H 23.52989 -9.67787 11.96959 -0.38 -0.37 0.02
```
Positions in Å, forces in eV/Å.

The net charge is -1. For the HOMO energy, the calculation gives -6.88 eV. As for the frontier orbital gap: 9.61 eV.

***

# 6
BF4H18O9 | wB97M-V/def2-TZVPD

Structure (XYZ):
```
32
Properties=species:S:1:pos:R:3:forces:R:3
B -0.21570 -0.46791 -0.37199 -0.32 -2.06 0.04
F 0.17713 0.67528 -0.99176 0.39 1.42 0.32
F 0.06418 -0.60072 1.01021 0.91 0.35 -0.35
F -1.57449 -0.60983 -0.48207 -1.38 0.07 -0.34
F 0.39622 -1.55291 -1.06510 0.13 -0.36 0.55
O 3.10266 -1.43558 0.37489 0.32 0.17 0.25
H 3.44187 -2.33038 0.35242 0.06 -0.19 -0.01
H 2.16847 -1.52831 0.18802 -0.43 -0.04 -0.24
O -2.12576 -2.15615 -2.95985 -0.36 -0.14 -0.30
H -1.59138 -1.86969 -2.21915 0.16 0.15 0.41
H -1.49912 -2.28681 -3.67153 0.19 0.01 -0.14
O -2.17937 2.08017 -2.50093 -0.28 0.48 -0.05
H -2.13386 1.57938 -1.68645 0.07 -0.35 0.19
H -1.84034 1.48388 -3.16855 0.16 -0.22 -0.11
O -2.11186 0.52579 2.12298 -0.31 0.46 0.53
H -1.66959 -0.12461 1.57744 0.10 -0.24 -0.07
H -2.60516 1.06329 1.50332 -0.14 0.03 -0.13
O -1.17292 -2.11253 3.97735 -0.32 -0.46 -0.01
H -1.37733 -1.79555 4.85710 -0.01 0.12 0.11
H -0.57598 -1.45600 3.61838 0.32 0.28 -0.05
O 1.44148 -0.32030 -3.13853 0.40 0.01 -1.11
H 1.37373 -1.09444 -2.57965 -0.07 0.02 0.21
H 1.04501 0.38268 -2.62389 0.03 0.09 0.17
O 0.44847 3.67022 -1.73829 0.37 0.37 -0.04
H -0.26000 4.18957 -2.11850 -0.25 -0.05 -0.15
H 0.00971 3.07255 -1.13290 0.01 -0.33 0.09
O 1.63432 1.97370 0.97595 0.42 0.36 0.21
H 0.94321 2.38928 1.49159 -0.18 0.01 0.17
H 1.21683 1.20239 0.59253 0.00 -0.07 -0.04
O 1.62378 -1.00675 3.56538 -0.12 -0.18 0.48
H 2.35451 -0.39036 3.61341 0.12 0.20 -0.12
H 1.49130 -1.14936 2.62818 0.03 0.05 -0.47
```
Positions in Å, forces in eV/Å.

The net charge is -1. For the HOMO energy, the calculation gives -7.93 eV. As for the frontier orbital gap: 10.78 eV.

***

# 7
BF4H18O9 | wB97M-V/def2-TZVPD

Structure (XYZ):
```
32
Properties=species:S:1:pos:R:3:forces:R:3
B -0.77794 18.10141 6.08723 -0.14 -0.13 1.55
F -1.12646 18.13319 7.45544 0.74 -0.06 -0.19
F -1.24723 16.98356 5.50182 -1.14 -1.82 -0.92
F -1.32676 19.15922 5.41907 0.17 0.87 0.03
F 0.58275 18.13055 5.97975 1.74 0.47 -0.08
O -3.51185 17.83427 3.99038 -0.32 0.21 -0.09
H -3.56095 17.67645 3.04756 -0.11 -0.08 -0.25
H -2.60409 17.63556 4.22001 0.24 -0.15 0.19
O 0.45200 15.15753 6.20814 0.70 -0.45 -0.17
H -0.30290 15.70760 5.99888 -0.39 0.07 -0.15
H 0.50945 15.18213 7.16329 -0.01 -0.15 0.46
O -3.56851 18.82172 7.62077 -0.78 0.37 -0.09
H -3.74372 18.13806 8.26741 -0.16 -0.14 0.09
H -2.63293 18.74208 7.43482 0.00 0.05 0.20
O 2.50948 17.61229 4.05352 0.56 0.35 -0.47
H 1.84511 18.02784 4.60320 -0.43 0.14 0.52
H 2.15806 16.74116 3.86942 -0.13 -0.53 0.01
O 0.58846 21.74684 3.75214 1.00 0.11 0.36
H 0.57673 21.58555 2.80870 0.02 -0.04 -0.56
H -0.23864 21.38310 4.06808 -1.23 -0.08 0.18
O 1.30912 20.77438 6.57057 0.40 0.82 -0.23
H 1.24564 20.32939 7.41567 0.02 -0.41 0.62
H 0.75086 20.26107 5.98655 -0.47 -0.41 -0.44
O -2.16500 21.14588 4.32702 0.20 0.94 -0.47
H -3.06890 21.04689 4.02802 -0.22 0.11 -0.16
H -1.93919 20.29177 4.69543 -0.38 -0.18 0.12
O -1.33840 15.16691 9.19790 0.28 -0.04 -0.12
H -2.03204 14.71297 9.67646 -0.15 -0.21 0.08
H -1.66304 16.06160 9.09597 -0.04 0.33 -0.09
O -4.82248 15.90179 6.25596 -0.17 -0.43 0.32
H -3.91339 16.19376 6.18840 0.18 0.21 -0.12
H -5.29095 16.42276 5.60377 0.03 0.25 -0.16
```
Positions in Å, forces in eV/Å.

For the HOMO energy (alpha / beta), the calculation gives -10.61 / -10.59 eV. Its spin multiplicity is 2. As for the frontier orbital gap (alpha / beta): 10.50 / 2.42 eV.

***

# 8
BF4H20O10 | wB97M-V/def2-TZVPD

Structure (XYZ):
```
35
Properties=species:S:1:pos:R:3:forces:R:3
B 0.51658 0.24809 0.75723 -0.27 0.38 0.21
F 1.91246 0.32239 0.85757 0.55 0.24 -0.95
F 0.08764 -0.74507 -0.14542 0.27 0.07 -0.27
F 0.11410 -0.07298 2.03120 -0.94 -0.56 1.32
F -0.08385 1.49500 0.42370 0.46 -0.15 -0.37
O 0.10071 1.13798 -4.55428 -0.02 0.25 -0.26
H -0.44321 0.98838 -3.78096 -0.07 -0.03 0.38
H 0.24773 0.26442 -4.91691 0.09 -0.19 -0.06
O 6.31806 -1.53727 0.26112 0.29 -0.13 0.14
H 6.38335 -1.27909 -0.65830 -0.04 0.04 -0.25
H 5.43707 -1.27026 0.52338 -0.31 0.09 0.10
O -3.40332 1.60073 4.85049 -0.18 -0.08 0.26
H -3.78029 2.39246 4.46672 -0.09 0.15 -0.11
H -2.57161 1.48401 4.39129 0.31 -0.12 -0.20
O -1.88569 5.07700 -4.26760 -0.07 0.27 0.04
H -2.50975 4.71542 -4.89691 -0.15 -0.09 -0.12
H -1.21041 4.40361 -4.18530 0.25 -0.21 0.08
O -3.88326 -3.30954 4.21666 -0.28 -0.17 0.11
H -3.66241 -2.38580 4.33562 0.07 0.27 0.02
H -3.15571 -3.66658 3.70731 0.25 -0.09 -0.14
O 0.59331 -4.45730 3.05199 -0.02 -0.23 0.26
H 0.39825 -4.84648 2.19952 -0.09 -0.09 -0.23
H 0.96011 -3.59772 2.84510 0.04 0.37 -0.06
O 3.00972 4.54789 -0.75176 0.08 0.36 -0.10
H 3.82052 4.03914 -0.74933 0.14 -0.16 0.01
H 2.36033 3.96636 -0.35638 -0.27 -0.27 0.12
O 4.01497 -2.22383 -3.22366 0.21 0.10 -0.16
H 3.98868 -3.14745 -3.47355 0.03 -0.21 -0.04
H 3.26307 -2.11104 -2.64216 -0.24 0.16 0.25
O -4.41748 5.99780 0.55518 -0.19 0.14 -0.13
H -3.47227 5.86009 0.61700 0.29 -0.08 -0.08
H -4.74666 5.80013 1.43199 -0.10 -0.06 0.19
O -1.34652 -6.53552 -0.59378 0.08 -0.04 0.21
H -1.06240 -5.96006 -1.30396 0.09 0.23 -0.13
H -1.89183 -7.19492 -1.02280 -0.15 -0.17 -0.05
```
Positions in Å, forces in eV/Å.

The net charge is -1. For the HOMO energy, the calculation gives -8.30 eV. As for the frontier orbital gap: 10.50 eV.

***

# 9
BF4H20O10 | wB97M-V/def2-TZVPD

Structure (XYZ):
```
35
Properties=species:S:1:pos:R:3:forces:R:3
B 0.09118 -0.29096 -0.52523 2.48 -1.47 1.79
F 0.75037 -0.90247 0.55105 -0.27 -0.17 0.81
F -0.80645 -1.12363 -1.05839 -2.69 -1.89 -0.90
F -0.45888 0.86317 -0.14903 -0.90 2.27 0.50
F 1.05718 -0.18517 -1.46677 2.07 1.18 -2.01
O -1.03594 2.83644 -1.85169 -0.06 0.40 -0.08
H -0.45936 2.07261 -1.87021 0.01 -0.36 0.13
H -0.86324 3.28757 -2.67807 -0.03 0.14 -0.22
O -0.39195 -3.54098 -0.06158 0.03 -0.87 -0.03
H -0.99288 -3.34549 0.65737 0.01 0.08 0.27
H -0.30975 -2.71435 -0.53715 0.01 0.07 0.00
O 0.23563 -0.07564 -3.97415 -0.46 0.06 -0.79
H 0.78078 0.70301 -4.08706 0.16 0.08 0.01
H 0.47281 -0.41137 -3.10972 0.18 -0.08 0.40
O -0.49972 -1.89769 3.36916 -0.29 -0.57 0.14
H 0.29393 -1.78822 2.84535 0.27 0.24 -0.27
H -1.04353 -1.14362 3.14135 0.02 0.46 0.09
O -1.63032 1.32922 3.08934 0.72 0.83 1.28
H -2.16007 2.12545 3.04895 -0.05 0.13 0.04
H -1.90775 0.81760 2.32939 -0.30 -0.32 -0.31
O 2.41873 0.40738 2.61361 0.15 -0.13 0.67
H 2.98337 -0.32078 2.35434 0.00 -0.14 -0.07
H 2.27103 0.89653 1.80420 0.02 0.26 -0.39
O -3.14135 -0.14845 -1.81602 -0.77 0.16 0.03
H -2.77422 0.09032 -2.66716 0.20 0.09 -0.17
H -2.46321 -0.68362 -1.40375 0.19 -0.16 -0.18
O 2.19525 1.99874 0.16343 0.23 0.18 0.21
H 2.38512 2.56143 -0.58728 0.16 0.05 -0.10
H 1.27204 1.76708 0.06229 -0.47 0.01 0.02
O 4.03835 -0.65736 -0.68077 0.48 -0.08 -0.18
H 4.18026 -0.86327 0.24319 0.00 0.01 0.16
H 3.11399 -0.85504 -0.83148 -0.50 0.10 -0.03
O -2.68555 -0.02133 1.28817 -0.60 -0.61 -0.41
H -2.73416 -0.97729 1.29202 -0.09 -0.31 0.08
H -2.18169 0.19018 0.50229 0.09 0.34 -0.51
```
Positions in Å, forces in eV/Å.

The net charge is -1. For the HOMO energy, the calculation gives -7.84 eV. As for the frontier orbital gap: 10.39 eV.

***

One value per record, in order, for DFT total energy: -46761.9205 -45662.9098 -85664.3190 -62004.9002 -30276.0393 -30275.8651 -30267.4833 -32354.5625 -32355.4328 eV.
One value per record, in order, for maximum force: 4.0 7.2 10.0 6.0 1.9 2.1 2.3 1.7 3.4 eV/A.